[1]
29
Properties=species:S:1:pos:R:3:forces:R:3:mulliken_charge:R:1 method="wB97M-V/def2-TZVPD" spin_multiplicity=1 charge=+1 e_above_lowest_kcal_mol=55.4
C -2.3471 3.7540 -0.9345 0.2327 -1.6583 -1.3436 -0.8209
C -1.8246 2.9046 -0.0468 0.4004 0.2611 -0.7939 -0.2820
C -1.1751 1.6755 -0.4566 3.0396 -0.2318 0.0378 -0.6055
C -0.1383 1.0115 0.2372 -1.3042 1.6794 1.5296 0.3292
C -1.2418 -2.3950 -1.5248 -0.1991 -0.1985 -0.2259 -1.2118
C 1.0687 -1.1846 2.1138 3.0160 0.8160 -0.2790 -0.8723
C 2.7235 -0.3220 0.4564 1.3069 0.2713 -0.4299 -0.6139
C 0.4225 -0.2074 -0.0827 -1.5984 -3.0976 -1.9901 -0.5730
C -1.3473 -1.8086 -0.2053 0.0396 2.1585 2.4181 -0.3454
N 1.4441 -0.9781 0.7204 -1.5778 2.0990 -2.6371 0.1498
O 2.8961 -0.3373 -0.9405 1.7097 1.5168 0.0433 -0.5272
F 0.1416 1.4126 1.5709 -0.5301 -0.3276 -1.3703 -0.3621
I -2.9864 -0.6236 0.1305 0.2200 -0.1521 -0.0746 0.2718
H -2.8224 4.6397 -0.6430 -0.4000 1.2247 0.4263 0.3302
H -2.3622 3.5208 -2.0245 -0.0391 0.1216 0.9634 0.2192
H -1.7202 3.2313 0.9525 -0.2374 -0.0297 1.1407 0.3713
H -0.9582 1.6425 -1.5329 -0.8435 -0.6707 0.1422 0.2584
H -0.2157 -2.4923 -1.8340 0.5307 -0.7115 -0.1687 0.3537
H -1.8393 -3.3108 -1.5976 0.3920 0.0071 -0.2672 0.3297
H -1.6521 -1.6353 -2.1514 -0.4312 0.1556 -1.0746 0.4651
H 0.4030 -1.9239 2.0805 -2.9194 -2.7285 0.4062 0.3533
H 1.9565 -1.5518 2.5501 0.9607 -0.5931 0.9676 0.4509
H 0.7650 -0.3349 2.6417 -0.5890 1.3125 0.2042 0.3477
H 2.8378 0.6347 0.9428 -0.8567 0.6793 -0.1327 0.4640
H 3.4453 -0.9046 0.9468 1.2854 -1.2553 0.5419 0.5417
H 0.4093 -0.6050 -1.1195 0.3159 1.1615 0.8569 0.7325
H -1.0546 -2.2128 0.7488 0.0211 -0.7392 -0.2389 0.4778
H 1.4954 -1.8746 0.1944 -0.0319 0.4335 0.7228 0.4071
H 3.6766 0.2753 -1.1927 -1.9132 -1.5040 0.6252 0.3609

=====

[2]
15
Properties=species:S:1:pos:R:3:forces:R:3:mulliken_charge:R:1 method="wB97M-V/def2-TZVPD" spin_multiplicity=1 e_above_lowest_kcal_mol=51.1 smiles=O.O.O.O.O
O -0.6407 -0.4081 -0.1124 -0.8833 -0.2907 -2.4893 -0.6223
H -0.8950 -0.2097 -1.0866 0.7875 -0.2796 2.7321 0.3200
H 0.0175 0.2256 0.1588 0.1164 0.4914 -0.1931 0.2850
O 3.8283 -1.9989 0.1077 0.2384 0.8730 -4.2575 -0.6076
H 3.5231 -2.0464 0.9622 -1.3650 -0.0117 2.9393 0.2938
H 3.1707 -1.4959 -0.4546 1.1400 -0.9194 1.3190 0.3076
O -4.4322 -1.5421 -0.0413 -2.4282 -0.7989 -2.0989 -0.6297
H -4.8488 -1.5045 0.8178 0.0182 0.0880 0.5091 0.3085
H -5.2408 -1.7910 -0.6390 2.3950 0.6959 1.5526 0.3232
O -2.4192 2.2431 0.1551 0.0999 -0.2393 2.7720 -0.5937
H -2.4922 2.7896 -0.5797 -0.2098 1.2630 -2.5463 0.2980
H -2.5194 2.9188 0.8606 0.1102 -0.9186 -0.2391 0.3098
O 3.9340 1.4073 -0.0858 -0.5147 -3.0772 1.5301 -0.6051
H 3.0379 1.2943 0.2811 0.7535 0.7639 -0.5399 0.3171
H 4.0858 2.2080 -0.5071 -0.2581 2.3602 -0.9898 0.2955

=====

[3]
19
Properties=species:S:1:pos:R:3:forces:R:3:mulliken_charge:R:1 method="wB97M-V/def2-TZVPD" spin_multiplicity=1 charge=+1 e_above_lowest_kcal_mol=38.9
C 1.2875 0.8645 -1.4611 -0.2865 -0.6821 -0.4971 -1.0927
C 0.0337 0.0790 -1.8023 -0.1333 0.3532 0.6484 -0.4456
C -1.1597 0.6167 -1.5599 -0.1284 -0.1334 0.2914 -0.0637
O -2.3557 0.0378 -1.8705 0.3598 -0.0936 -0.0105 -0.4796
H 1.8378 0.9868 -2.3933 0.2101 0.2280 0.1026 0.3688
H 1.0356 1.8433 -1.0604 0.0458 0.0692 -0.0059 0.3053
H 1.9628 0.3568 -0.7669 0.0031 -0.0262 0.0442 0.2968
H 0.0880 -0.8952 -2.2770 0.1162 0.1055 -0.2619 0.5313
H -1.2529 1.5435 -0.9971 0.1199 0.2326 -0.3054 0.2898
H -3.0023 0.7430 -1.9636 -0.2587 -0.0999 0.0057 0.3621
C 0.2093 -0.1154 1.6451 -0.4817 0.0999 0.7658 0.2838
C 0.4226 -0.0721 2.9449 -0.0747 0.1042 0.0791 -0.9178
N -0.0214 -1.4187 1.0038 0.4528 -0.2792 -0.4249 -0.2538
H 0.0763 0.7359 1.0025 0.1994 -0.0283 -0.2286 0.2481
H 0.5690 0.8651 3.4588 0.0173 0.1894 -0.1787 0.2593
H 0.4281 -0.9326 3.6023 0.0987 -0.2240 -0.1892 0.2393
H 0.0851 -2.1545 1.7084 -0.1467 -0.0563 -0.1951 0.3928
H -0.9248 -1.5110 0.5203 0.0127 0.2276 0.2332 0.3284
H 0.6811 -1.5729 0.2661 -0.1257 0.0135 0.1268 0.3474

=====

[4]
22
Properties=species:S:1:pos:R:3:forces:R:3:mulliken_charge:R:1 method="wB97M-V/def2-TZVPD" spin_multiplicity=1 e_above_lowest_kcal_mol=0.0
C -0.1336 2.1660 -0.0775 0.2997 -0.2157 -0.0386 -1.9878
C -0.2109 0.6488 -0.2081 -0.1802 -0.2091 0.8449 1.6432
P -1.7620 0.1883 -1.0711 0.0654 0.0297 -0.6768 0.4581
O -2.3368 1.2531 -1.9122 -0.1837 0.4087 -0.1570 -0.6601
C -0.2474 0.0386 1.2160 0.1138 -0.2108 -0.7082 -1.2642
C -0.1519 -1.4841 1.2755 -0.3906 0.2650 0.5076 -0.3182
O 1.1651 -2.0194 1.3967 -0.0567 0.2277 -0.5730 -0.3617
S 2.2535 -1.5821 0.2452 -0.4680 0.6750 0.3101 0.6401
O 2.8745 -2.7989 -0.1275 0.5975 -1.0813 -0.3296 -0.5172
O 1.2019 -1.2165 -0.9726 0.3542 0.3205 0.3187 -0.3841
C 0.9867 0.2055 -1.0291 -0.3733 -0.2231 -0.3950 -1.2940
H -0.9859 2.5786 0.4459 -0.2636 0.1818 -0.1287 0.4297
H 0.0117 2.6253 -1.0479 -0.3246 0.2515 -0.1402 0.4150
H 0.7515 2.3811 0.5135 0.1835 0.1440 0.1766 0.5155
H -1.4189 -0.9534 -1.8260 0.0096 -0.1900 0.2849 0.0461
H -2.6412 -0.3032 -0.0844 0.1447 -0.0903 0.1307 0.0460
H -1.2147 0.2908 1.6341 -0.1671 0.2288 0.2847 0.5007
H 0.5118 0.5138 1.8291 0.1893 -0.0373 0.2342 0.3748
H -0.6713 -1.8201 2.1633 0.0746 -0.1639 0.2898 0.4014
H -0.6836 -1.9184 0.4349 0.1088 -0.2598 -0.2309 0.3062
H 1.8765 0.7482 -0.7259 0.2689 0.0196 0.2665 0.5206
H 0.8250 0.4582 -2.0720 -0.0024 -0.0711 -0.2705 0.4898